No. 1
# C15H13F6N2O11S3Y

C15H13F6N2O11S3Y as an isolated structure (ωB97M-V with the def2-TZVPD basis set, the OMol25 dataset).

Structure (XYZ):
```
51
Properties=species:S:1:pos:R:3:forces:R:3
Y 0.319349 -0.124557 0.238416 0.17 -0.41 0.01
O -0.310157 1.129601 2.242372 -0.03 -0.01 -0.02
C -1.234381 0.424785 3.070490 -0.04 0.01 -0.02
C -2.312914 -0.243498 2.231120 -0.01 0.07 0.02
N -1.786072 -1.192453 1.244320 -0.05 -0.01 0.00
C -1.402581 -2.465458 1.846767 0.04 0.03 0.00
C -0.029189 -2.364686 2.534044 0.05 0.05 0.00
O 0.193314 -3.060356 3.520094 -0.02 -0.03 -0.02
O 0.768618 -1.534493 1.977099 0.03 0.13 -0.06
C -2.710824 -1.312748 0.117513 -0.02 0.07 -0.02
C -2.684100 -0.040122 -0.751700 -0.02 -0.06 -0.02
O -3.619903 0.159144 -1.509616 0.01 0.04 0.02
O -1.636315 0.690961 -0.592319 0.06 -0.05 -0.05
H -0.735974 1.946576 1.912198 0.00 0.00 -0.01
H -1.710042 1.121238 3.767548 0.00 0.00 0.00
H -0.651428 -0.292233 3.643401 -0.01 0.00 0.02
H -2.838257 0.543795 1.687411 -0.02 0.00 0.01
H -3.040520 -0.736571 2.895030 0.01 -0.03 0.00
H -1.294403 -3.203132 1.049104 0.00 0.01 -0.01
H -2.150478 -2.827967 2.562292 0.00 -0.02 0.00
H -3.744279 -1.497072 0.435779 0.01 -0.05 0.01
H -2.383421 -2.136769 -0.517878 0.02 0.01 -0.01
F -2.058821 6.529517 -0.554754 0.01 0.01 0.04
C -1.788031 5.755305 0.500483 -0.06 -0.05 0.02
F -0.535503 6.000490 0.891080 -0.02 0.00 -0.01
F -2.611149 6.117382 1.499116 0.04 0.01 -0.04
S -2.037139 3.968114 0.102266 -0.06 0.13 -0.15
O -1.672094 3.333914 1.346888 0.07 -0.06 0.07
O -3.395107 3.907296 -0.327564 -0.03 0.01 0.04
N -1.062102 3.766736 -1.096373 0.13 -0.15 0.10
S 0.436393 3.312340 -1.056653 0.05 0.11 -0.15
O 0.753000 2.268895 -0.095884 -0.07 -0.03 0.12
O 1.353833 4.409853 -1.128139 -0.02 -0.04 0.05
C 0.589290 2.460215 -2.699345 -0.02 0.00 -0.03
F 0.195063 1.197434 -2.636517 -0.01 0.12 -0.02
F -0.121191 3.094226 -3.633243 0.00 0.01 0.00
F 1.872116 2.496224 -3.052696 0.02 -0.02 -0.02
O 0.419340 -3.131261 -2.912344 0.01 0.01 0.01
C 0.922577 -2.549919 -1.957608 -0.03 -0.05 -0.02
O 0.259915 -1.824143 -1.123218 -0.06 0.15 0.13
C 2.402187 -2.759054 -1.678380 0.02 0.00 0.02
C 2.887193 -4.017649 -2.037339 0.01 0.00 0.01
C 4.201909 -4.390623 -1.825175 0.00 0.00 0.00
C 5.069904 -3.468484 -1.250963 0.00 -0.01 0.00
C 4.612293 -2.211070 -0.910083 0.00 0.01 0.00
C 3.278226 -1.813866 -1.108745 -0.08 -0.07 -0.01
S 2.896845 -0.141520 -0.710092 -0.08 0.16 0.01
H 2.185416 -4.699086 -2.500641 0.00 0.00 0.00
H 4.545244 -5.380673 -2.102249 0.00 0.00 0.00
H 6.107532 -3.730170 -1.071113 0.00 0.01 0.01
H 5.286822 -1.484408 -0.474201 0.01 -0.01 0.00
```
Forces are in eV/Å.

Values from the calculation:
Calculated total energy in hartree: -3349.05790
LUMO in Eh: 0.164
Charge: -2
HOMO in eV: -2.3
F_max in Eh/bohr: 0.009

Atom charges from the Mulliken analysis, given in e for atoms 1 to 4:
1 Y 1.314
2 O -0.339
3 C -0.868
4 C -0.748



No. 2
# CH15NO5

A 6-piece molecular cluster, CH15NO5 overall (ωB97M-V with the def2-TZVPD basis set, the OMol25 dataset).

Structure (XYZ):
```
22
Properties=species:S:1:pos:R:3:forces:R:3
C -3.201106 -1.069332 -0.797038 0.49 -0.73 1.39
N -2.089709 -1.023399 0.159042 -1.17 2.08 -2.87
H -2.789934 -1.191874 -1.780350 0.17 0.08 -0.65
H -3.821230 -0.195163 -0.627487 -0.21 -0.10 -0.18
H -3.764626 -1.989386 -0.616082 -0.38 -0.15 0.03
H -1.199247 -1.172641 -0.328091 0.43 -0.55 0.97
H -2.194236 -0.124575 0.646408 0.99 -0.38 1.06
H 1.669008 -3.091613 -2.693942 0.01 0.03 -0.09
H 0.522692 -2.152324 -3.122788 0.25 -0.10 -0.25
O 0.979465 -2.511667 -2.358621 -0.39 0.17 0.39
H 4.112429 0.553676 -1.234630 -0.12 0.11 0.13
H 2.855385 1.291764 -1.719749 -0.06 -0.10 0.20
O 3.731364 1.015887 -1.986853 0.23 -0.07 -0.42
H -0.765721 0.929874 1.883037 0.20 0.97 0.85
H -0.419472 2.470562 1.403263 0.04 -0.15 0.69
O -0.656395 1.572458 1.170258 -0.32 -0.87 -1.65
H -1.353196 -1.061779 2.919748 0.25 0.01 0.42
H -2.574592 -0.187054 3.070523 0.00 0.28 0.38
O -1.610325 -0.137544 3.037335 -0.32 -0.67 -0.48
H 2.454014 2.557732 0.003251 -0.29 -0.05 -0.11
H 1.638125 1.330640 0.597091 -0.32 0.31 -0.32
O 2.405093 1.896277 0.696104 0.54 -0.12 0.52
```
Forces are in eV/Å.

Values from the calculation:
Calculated total energy in hartree: -477.68021
LUMO (alpha / beta) in Eh: -0.140 / -0.336
Relative energy (zero: lowest compared OMol25 entry of this formula, charge and spin) in kcal/mol: 12.41
Charge: +1
HOMO (alpha / beta) in eV: -13.4 / -13.4
Spin multiplicity: 2
F_max in Eh/bohr: 0.073

Atom charges from the Mulliken analysis, given in e for atoms 1 to 4:
1 C -0.647
2 N -0.033
3 H 0.308
4 H 0.336